[1]
C32H47ClLaPSi4 | ωB97M-V/def2-TZVPD

Summary:
* total energy: -88130.65473 eV
* orbital gap: 0.21045 hartree
* 2S+1: 1
* net charge: 0
* HOMO energy: -5.908 eV

Positions of all 86 atoms, in Å:
C  -1.813  1.451  2.105
C  -1.563  1.368  0.701
C  -1.986  0.078  0.245
H  -1.132  2.157  0.076
C  -2.490  -0.647  1.379
C  -2.378  0.202  2.530
H  -2.710  -0.041  3.545
H  -1.653  2.318  2.739
H  -1.937  -0.287  -0.777
H  -2.886  -1.670  1.374
La  0.087  -0.429  1.754
Cl  0.790  -2.138  -0.119
P  0.302  0.253  -3.203
C  -1.085  -0.628  -3.935
C  -1.907  -0.113  -4.956
H  -1.671  0.852  -5.409
C  -3.008  -0.857  -5.391
H  -3.642  -0.466  -6.194
C  -3.297  -2.095  -4.802
H  -4.141  -2.680  -5.165
C  -2.498  -2.597  -3.767
H  -2.733  -3.562  -3.319
C  -1.405  -1.863  -3.321
H  -0.779  -2.217  -2.501
C  0.201  2.017  -3.520
C  -1.011  2.678  -3.197
H  -1.892  2.090  -2.929
C  -1.080  4.068  -3.234
H  -2.025  4.578  -3.017
C  0.064  4.816  -3.560
H  -0.001  5.906  -3.613
C  1.279  4.172  -3.835
H  2.166  4.764  -4.077
C  1.353  2.779  -3.802
H  2.296  2.274  -4.004
C  1.844  -0.446  -3.835
C  1.975  -1.064  -5.090
H  1.119  -1.091  -5.769
C  3.200  -1.623  -5.456
H  3.310  -2.100  -6.433
C  4.288  -1.580  -4.571
H  5.247  -1.995  -4.873
C  4.151  -0.999  -3.301
H  5.003  -0.970  -2.617
C  2.928  -0.454  -2.921
H  2.775  -0.034  -1.924
C  2.282  2.418  3.471
Si  1.975  0.849  4.477
C  3.207  0.718  5.891
C  0.246  0.996  5.227
Si  2.498  -1.031  3.238
Si  4.465  -1.061  2.084
C  5.717  -1.351  3.454
C  4.440  -2.431  0.793
C  4.706  0.585  1.196
Si  1.516  -2.966  3.992
C  2.552  -3.397  5.499
C  -0.310  -2.717  4.433
C  1.608  -4.376  2.747
H  2.216  3.257  4.182
H  1.534  2.592  2.681
H  3.279  2.426  3.014
H  3.043  1.585  6.550
H  3.060  -0.197  6.484
H  4.248  0.738  5.542
H  -0.499  1.421  4.539
H  -0.136  0.051  5.631
H  0.349  1.703  6.068
H  5.471  -2.248  4.040
H  6.701  -1.497  2.986
H  5.776  -0.495  4.140
H  3.781  -2.175  -0.048
H  5.464  -2.559  0.410
H  4.104  -3.391  1.205
H  3.956  0.720  0.403
H  4.650  1.446  1.874
H  5.703  0.576  0.728
H  2.478  -2.634  6.286
H  2.179  -4.352  5.901
H  3.613  -3.524  5.239
H  -0.976  -2.626  3.556
H  -0.604  -3.639  4.963
H  -0.480  -1.872  5.114
H  0.744  -4.356  2.068
H  2.520  -4.353  2.140
H  1.587  -5.318  3.316



[2]
C32H47FeN4O11S2SbSe4Si | ωB97M-V/def2-TZVPD

Summary:
* total energy: -394295.97032 eV
* expectation value of S²: 9.12
* orbital gap (spin up / spin down): 0.15677 / 0.16238 hartree
* 2S+1: 6
* net charge: -1
* HOMO energy (spin up / spin down): -5.484 / -5.484 eV

Positions of all 103 atoms, in Å:
Fe  0.798  -1.384  -0.690
C  7.547  -1.863  0.270
O  6.973  -1.753  1.559
C  5.625  -1.609  1.631
C  5.093  -1.617  2.936
C  3.743  -1.482  3.085
C  2.865  -1.312  1.994
C  1.445  -1.211  2.220
C  0.871  -1.495  3.584
O  0.629  -0.906  1.336
C  3.407  -1.318  0.682
O  2.711  -1.204  -0.403
C  4.809  -1.463  0.537
H  8.602  -2.072  0.426
H  7.440  -0.932  -0.293
H  7.092  -2.679  -0.297
H  5.759  -1.742  3.778
H  3.333  -1.498  4.086
H  1.347  -0.918  4.376
H  1.026  -2.556  3.788
H  -0.195  -1.284  3.565
H  5.183  -1.455  -0.477
Se  2.638  -5.217  -4.185
Sb  1.052  -3.609  -5.095
Se  -0.678  -5.282  -4.613
Se  1.242  -2.290  -7.012
Se  0.843  -1.909  -2.963
O  -8.632  -4.447  1.602
S  -8.279  -4.402  0.194
O  -7.230  -5.317  -0.204
O  -9.399  -4.319  -0.720
C  -7.503  -2.747  0.065
N  -8.308  -1.691  0.165
C  -7.741  -0.499  0.101
C  -6.371  -0.320  -0.050
C  -5.624  -1.486  -0.123
N  -6.187  -2.691  -0.077
C  -4.147  -1.478  -0.258
C  -3.354  -0.503  0.335
C  -1.981  -0.592  0.225
N  -1.376  -1.574  -0.450
C  -2.137  -2.495  -1.042
C  -3.514  -2.498  -0.960
H  -8.404  0.359  0.172
H  -5.926  0.663  -0.124
H  -3.796  0.305  0.904
H  -1.333  0.129  0.701
H  -1.615  -3.259  -1.605
H  -4.105  -3.283  -1.413
C  -1.832  3.110  -2.939
C  -2.007  3.724  -1.555
C  -1.493  5.158  -1.521
C  -3.467  3.669  -1.125
O  -1.298  2.935  -0.587
Si  0.220  2.388  -0.468
S  0.493  0.645  -1.871
O  0.445  1.891  1.045
C  0.227  2.531  2.315
C  0.012  4.033  2.150
C  -1.005  1.880  2.931
C  1.466  2.265  3.159
O  1.247  3.524  -1.005
C  2.684  3.538  -1.157
C  3.163  4.818  -0.481
C  3.345  2.322  -0.517
C  2.958  3.569  -2.654
H  -2.469  3.622  -3.662
H  -2.098  2.054  -2.919
H  -0.795  3.198  -3.274
H  -2.002  5.752  -2.283
H  -0.421  5.187  -1.714
H  -1.684  5.610  -0.546
H  -4.083  4.294  -1.773
H  -3.567  4.023  -0.098
H  -3.835  2.643  -1.177
H  -0.915  4.236  1.614
H  0.839  4.484  1.597
H  -0.044  4.507  3.131
H  -1.872  2.051  2.290
H  -1.213  2.298  3.917
H  -0.849  0.806  3.027
H  2.342  2.739  2.712
H  1.659  1.195  3.226
H  1.334  2.665  4.166
H  3.094  4.728  0.604
H  2.551  5.663  -0.801
H  4.203  5.020  -0.742
H  3.049  2.219  0.528
H  4.429  2.449  -0.553
H  3.087  1.398  -1.036
H  2.437  4.410  -3.116
H  2.608  2.644  -3.113
H  4.028  3.672  -2.846
N  1.005  -5.500  -1.467
C  1.119  -5.649  0.010
C  1.187  -4.224  0.616
O  1.590  -4.094  1.753
O  0.784  -3.351  -0.230
H  0.316  -6.086  -1.926
H  1.880  -5.587  -2.001
H  0.701  -4.500  -1.561
H  1.990  -6.231  0.290
H  0.218  -6.139  0.371



[3]
C32H48AsCl2N3O3SbTi | ωB97M-V/def2-TZVPD

Summary:
* total energy: -160110.12813 eV
* orbital gap: 0.23153 hartree
* ΔE to the lowest compared entry with this formula, charge and spin: 10.2 kcal/mol
* 2S+1: 1
* net charge: +1
* HOMO energy: -10.071 eV

Positions of all 91 atoms, in Å:
Ti  0.277  -0.672  -1.870
O  5.662  -2.178  2.381
C  5.674  -1.235  1.583
O  6.417  -0.258  1.417
C  4.433  -1.210  0.641
C  4.337  -0.265  -0.372
C  3.182  -0.209  -1.120
N  2.141  -1.022  -0.871
C  2.237  -1.955  0.088
C  3.378  -2.089  0.849
C  1.046  -2.816  0.193
C  0.960  -3.899  1.053
C  -0.169  -4.698  1.012
C  -1.177  -4.406  0.105
C  -1.029  -3.303  -0.710
N  0.050  -2.515  -0.661
C  2.962  0.694  -2.270
C  3.915  1.577  -2.751
C  3.610  2.351  -3.857
C  2.363  2.228  -4.454
C  1.459  1.338  -3.914
N  1.752  0.586  -2.848
H  5.182  0.398  -0.508
H  3.506  -2.828  1.630
H  1.771  -4.118  1.732
H  -0.253  -5.550  1.672
H  -2.062  -5.021  0.026
H  -1.783  -3.036  -1.438
H  4.879  1.649  -2.270
H  4.342  3.041  -4.253
H  2.095  2.807  -5.325
H  0.476  1.195  -4.343
Cl  -2.603  -0.631  0.460
C  -3.741  0.061  -0.687
Cl  -0.407  -1.692  -3.751
H  -4.681  0.237  -0.169
H  -3.918  -0.644  -1.498
C  1.327  3.985  1.758
C  2.188  2.930  2.453
C  3.338  2.562  1.511
C  2.747  3.514  3.747
Sb  0.975  1.106  2.666
C  -0.845  1.816  3.708
C  -1.539  0.584  4.289
C  -0.616  2.852  4.803
C  -1.784  2.419  2.668
C  1.992  -0.035  4.254
C  1.447  -1.463  4.162
C  3.481  -0.073  3.914
C  1.821  0.491  5.675
H  1.956  4.833  1.466
H  0.543  4.372  2.410
H  0.860  3.595  0.846
H  3.966  3.444  1.342
H  2.957  2.236  0.538
H  3.982  1.775  1.904
H  3.291  4.438  3.519
H  3.451  2.841  4.234
H  1.964  3.763  4.463
H  -0.980  0.141  5.112
H  -1.699  -0.190  3.532
H  -2.523  0.868  4.681
H  0.067  2.506  5.576
H  -1.571  3.086  5.288
H  -0.223  3.787  4.400
H  -2.003  1.698  1.881
H  -1.373  3.321  2.214
H  -2.732  2.691  3.150
H  1.623  -1.887  3.169
H  0.377  -1.523  4.370
H  1.966  -2.097  4.888
H  3.658  -0.360  2.879
H  3.987  -0.820  4.532
H  3.976  0.881  4.086
H  0.790  0.440  6.024
H  2.171  1.518  5.781
H  2.421  -0.128  6.352
C  -5.009  2.637  -1.555
As  -3.308  1.747  -1.573
C  -2.074  2.931  -0.723
C  -2.966  1.470  -3.437
O  -0.762  0.551  -1.617
H  -4.900  3.611  -2.031
H  -5.349  2.775  -0.531
H  -5.738  2.048  -2.109
H  -1.658  3.548  -1.520
H  -1.286  2.360  -0.250
H  -2.613  3.549  -0.009
H  -3.223  2.383  -3.971
H  -3.602  0.658  -3.789
H  -1.923  1.205  -3.575